This record from OMol25 describes C32H44BrCaN3P2 as an isolated structure in a non-equilibrium geometry. The level of theory is ωB97M-V with the def2-TZVPD basis set.

```
83
Properties=species:S:1:pos:R:3:forces:R:3
C -3.83878 -5.68825 -3.57599 -0.2 0.0 0.0
C -2.54431 -5.32470 -3.15799 -0.1 -0.6 -0.2
C -1.49781 -6.13165 -3.63199 0.3 -0.1 0.0
C -1.76360 -7.21748 -4.47818 -0.4 0.5 0.3
N -2.99999 -7.54439 -4.86922 0.0 0.3 0.2
C -4.01698 -6.79399 -4.42627 0.6 0.3 0.3
C -2.26499 -4.18534 -2.30023 0.3 0.9 0.2
C -1.96330 -3.17800 -1.67140 -1.2 -1.2 -0.6
C -1.71840 -1.85469 -1.20187 1.4 -0.4 0.0
C -2.49464 -0.75522 -1.60350 -0.4 -0.8 -0.1
C -2.09001 0.53697 -1.32015 0.5 1.1 0.1
C -0.72311 0.80826 -0.98461 0.3 -1.8 1.2
C 0.07424 -0.31462 -0.64343 -0.7 -0.3 -0.2
C -0.48102 -1.59933 -0.52971 0.1 0.4 -0.9
Ca -0.70612 -0.46778 1.77150 0.2 1.4 1.0
P 0.25930 2.31558 -1.22662 0.2 1.8 -2.0
H -0.47175 -5.92244 -3.33718 -0.2 0.0 -0.1
H -4.71148 -5.13092 -3.24253 0.2 -0.1 -0.1
H -0.95143 -7.84462 -4.84796 -0.2 0.2 0.1
H -5.01167 -7.09282 -4.76195 0.3 0.2 0.2
H 0.13853 -2.37516 -0.05950 -0.2 -0.1 -0.8
H -3.40085 -0.98398 -2.20097 0.5 0.5 0.8
H 1.14527 -0.23286 -0.44594 -0.4 0.2 0.3
H -2.83832 1.33603 -1.42068 0.6 -0.3 -0.3
C 0.92535 3.83870 -0.38254 -0.1 0.0 2.1
C 2.06903 4.50724 -1.12873 0.3 -0.2 -0.9
H 1.22582 3.56478 0.64075 0.0 0.3 -0.7
H 0.08814 4.54397 -0.25513 0.1 -0.4 -0.1
H 2.33477 5.47748 -0.69281 -0.3 -0.3 0.2
H 2.98670 3.90800 -1.14029 -0.2 0.1 0.2
H 1.78828 4.69469 -2.16864 0.2 0.1 0.1
C 1.66388 1.68228 -2.23519 -0.1 -0.2 0.4
C 1.19304 1.34887 -3.63326 0.0 -0.1 -0.7
H 2.07169 0.79867 -1.73438 -0.1 0.2 -0.1
H 2.50192 2.38506 -2.26670 -0.4 0.0 0.1
H 1.92910 0.70889 -4.12810 -0.1 0.1 0.0
H 0.23363 0.82127 -3.65691 0.1 0.0 0.0
H 1.09879 2.26842 -4.22004 -0.1 -0.3 0.0
C -1.00335 3.11602 -2.25879 0.0 -0.2 -0.4
C -0.62624 4.37553 -3.01205 -0.1 0.5 -0.3
H -1.79477 3.34233 -1.52494 0.1 0.0 -0.1
H -1.40855 2.34129 -2.92079 0.1 0.3 0.0
H -1.49002 4.72883 -3.58858 0.2 -0.1 0.1
H -0.33994 5.18123 -2.33151 -0.1 -0.1 -0.1
H 0.19650 4.23827 -3.72367 -0.2 -0.1 0.2
Br 0.59621 1.87397 2.11494 -0.5 -0.4 0.1
P 4.09767 -0.85148 1.56637 1.1 -0.3 0.2
C 3.99588 0.44440 0.25356 -0.2 0.0 0.2
C 5.32504 1.18279 0.09984 0.1 0.1 -0.2
H 3.17798 1.11975 0.52729 0.0 0.2 -0.2
H 3.72847 -0.06241 -0.67867 0.1 0.0 0.0
H 5.37147 1.69414 -0.87049 0.1 0.0 0.2
H 5.45687 1.92644 0.89547 0.0 -0.2 -0.2
H 6.16661 0.47880 0.14876 -0.2 0.2 0.0
C 2.98928 -0.27770 2.89287 0.0 0.6 -0.4
C 3.56616 -0.45903 4.28377 -0.2 0.0 0.3
H 2.04752 -0.83881 2.78475 -0.2 0.2 0.1
H 2.78209 0.77501 2.66931 0.0 -0.4 0.4
H 3.05588 0.23537 4.96133 0.2 -0.2 0.1
H 3.39739 -1.48358 4.63562 0.2 0.2 0.0
H 4.64390 -0.25303 4.29712 -0.3 0.0 0.1
C 3.09655 -2.19855 0.84342 0.1 -0.2 0.0
C 4.02973 -3.23923 0.22858 -0.2 -0.4 -0.2
H 2.40605 -1.77230 0.11122 -0.1 -0.2 -0.2
H 2.50261 -2.63751 1.65119 0.1 -0.1 0.0
H 3.50285 -4.18239 0.04568 0.1 0.1 -0.2
H 4.44937 -2.87873 -0.71759 0.0 -0.1 0.1
H 4.87149 -3.45425 0.89837 -0.3 0.1 -0.1
N -3.54049 -0.46821 4.62600 -0.8 -0.5 0.8
C -2.61491 -0.63649 3.67318 -0.6 1.7 0.0
N -2.35771 0.53050 3.06611 0.3 -1.2 -0.3
C -3.14825 1.50468 3.68235 0.0 0.1 0.4
C -3.18678 2.90892 3.57349 -0.3 0.0 0.0
C -4.04670 3.61371 4.42816 0.1 -0.6 -0.3
C -4.83260 2.95248 5.39462 0.0 -1.4 0.1
C -4.75751 1.55003 5.53232 -0.7 0.7 0.6
C -3.92498 0.87585 4.66460 0.9 -0.4 -0.4
H -3.94476 -1.17775 5.23532 0.3 0.2 -0.3
H -2.14173 -1.60684 3.46168 -0.4 0.3 0.2
H -2.55815 3.41147 2.84002 -0.2 0.0 0.2
H -4.15093 4.69309 4.36585 0.3 -0.2 -0.1
H -5.50729 3.50423 6.05605 0.4 -0.1 -0.3
H -5.31685 0.97221 6.28619 0.2 0.6 -0.4
```
Forces are in eV/Å.

The value obtained for the energy above the lowest of the compared OMol25 structures with the same formula, charge and spin is 0.0 kcal/mol. The molecular weight is 652.66 g/mol. Its net charge is +2.



This record from OMol25 describes C30H29Br4FeN4O3SSi as an isolated structure in a non-equilibrium geometry. The level of theory is ωB97M-V with the def2-TZVPD basis set.

```
73
Properties=species:S:1:pos:R:3:forces:R:3
Fe -1.25972 -0.58151 0.69287 1.6 -0.8 -0.7
C -3.82543 2.52062 1.86546 0.1 0.0 0.0
C -2.72419 1.82617 1.13147 0.0 0.3 -0.5
N -1.74221 1.24356 1.71521 -0.7 -0.3 0.3
N -1.72057 1.22213 3.08835 0.1 -0.1 -0.2
C -1.16165 0.18118 3.78221 -0.2 0.6 0.2
N -1.10712 0.42357 5.11731 0.0 -0.2 0.0
S -0.60579 -1.22881 3.12930 0.1 0.1 -0.2
C -2.75665 1.70518 -0.37410 0.1 0.1 0.7
C -3.55650 2.50714 -1.15988 0.1 -0.1 -0.4
C -3.58773 2.25154 -2.53375 0.0 0.1 0.3
C -2.83647 1.21512 -3.04423 0.1 -0.1 -0.1
C -2.03822 0.46989 -2.17989 0.2 0.2 -0.1
N -1.98846 0.73251 -0.88525 -0.6 -0.1 0.4
H -4.14009 1.87456 2.68837 0.0 0.0 0.0
H -4.68915 2.69769 1.23339 0.0 0.0 0.0
H -3.49784 3.48209 2.26937 0.0 0.0 0.0
H -2.00951 2.05474 3.57763 0.0 0.0 0.0
H -1.73260 1.08667 5.54517 0.0 0.1 0.0
H -0.85419 -0.36504 5.68936 0.0 0.0 0.0
H -4.14009 3.31013 -0.73707 0.0 0.0 0.0
H -4.20454 2.85840 -3.18243 0.0 0.0 0.0
H -2.85320 0.97051 -4.09654 0.0 0.0 0.0
H -1.40251 -0.33658 -2.52373 0.0 -0.1 0.0
Br -3.50942 -7.00521 -0.00384 0.0 0.0 0.0
C -3.37031 -5.18516 0.46928 0.1 0.0 -0.1
C -4.23716 -4.62420 1.39733 -0.1 0.1 0.1
Br -5.55371 -5.67470 2.24827 0.0 0.0 0.0
C -4.13617 -3.26243 1.70731 -0.3 0.0 0.1
Br -5.26872 -2.42007 2.97036 0.0 0.0 -0.1
C -3.19794 -2.45704 1.08764 0.1 0.3 0.0
O -3.06521 -1.15330 1.30401 0.1 -0.1 -0.2
C -2.26783 -3.05166 0.20050 0.1 0.2 -0.1
O -1.30428 -2.26040 -0.26741 -0.3 0.1 0.4
C -2.37936 -4.39150 -0.12294 0.0 -0.2 0.0
Br -1.12147 -5.07788 -1.35092 0.0 0.0 0.0
C 3.29205 -1.78151 1.24493 0.0 0.0 0.0
C 3.34375 -0.26579 1.00698 0.1 -0.1 0.2
C 2.99510 0.46837 2.30901 0.0 0.0 0.0
C 4.76945 0.12013 0.60632 0.0 0.0 -0.1
Si 2.01957 0.14780 -0.27175 -0.4 0.1 0.0
O 0.54128 -0.14008 0.33446 -0.2 0.0 0.0
C 2.22974 -0.86835 -1.83241 0.1 0.0 -0.2
C 1.24108 -1.78789 -2.19403 0.0 0.0 0.1
C 1.34411 -2.53359 -3.36185 0.0 0.0 0.0
C 2.44105 -2.37768 -4.19484 0.0 0.0 0.0
C 3.43738 -1.47143 -3.85476 0.0 0.0 0.0
C 3.32621 -0.72831 -2.68969 0.0 0.1 0.0
C 2.10973 1.97457 -0.76114 0.0 0.1 0.0
C 0.96561 2.76507 -0.63360 0.0 0.0 0.1
C 0.93251 4.09050 -1.04585 0.0 0.0 0.0
C 2.06354 4.66894 -1.60167 0.0 0.0 0.0
C 3.21939 3.91202 -1.73254 0.0 0.0 0.0
C 3.23702 2.58826 -1.31825 0.0 -0.1 0.0
H 4.01881 -2.07082 2.01169 0.0 0.0 0.0
H 3.52799 -2.34085 0.33666 0.0 0.0 0.0
H 2.30588 -2.10015 1.58197 -0.1 0.0 0.0
H 3.72831 0.23345 3.08849 0.0 0.0 0.0
H 2.01170 0.17670 2.67374 -0.1 0.0 0.0
H 2.99867 1.55324 2.16827 0.0 0.0 0.0
H 5.47305 -0.24151 1.36396 0.0 0.0 0.0
H 4.89702 1.20232 0.54200 0.0 0.0 0.0
H 5.07132 -0.32431 -0.34472 0.0 0.0 0.0
H 0.38413 -1.94367 -1.54623 0.1 0.0 -0.1
H 0.56542 -3.24274 -3.61463 0.0 0.0 0.0
H 2.52303 -2.95995 -5.10402 0.0 0.0 0.0
H 4.29802 -1.34341 -4.49923 0.0 0.0 0.0
H 4.11117 -0.01637 -2.45876 0.0 0.0 0.0
H 0.08434 2.32449 -0.18651 -0.1 0.0 0.0
H 0.02588 4.67357 -0.93417 0.0 0.0 0.0
H 2.04737 5.70063 -1.92954 0.0 0.0 0.0
H 4.10996 4.35426 -2.16120 0.0 0.0 0.0
H 4.15538 2.02618 -1.44526 0.0 0.0 0.0
```
Forces are in eV/Å.

The value obtained for the energy above the lowest of the compared OMol25 structures with the same formula, charge and spin is 11.0 kcal/mol. The molecular weight is 929.20 g/mol. The spin multiplicity is 6.